[1]
ORCA calculation (wB97M-V/def2-TZVPD) on one molecule with the formula C5H11N in a non-equilibrium geometry.

For the HOMO energy (alpha / beta), the calculation gives -0.2360 / -0.2561 hartree. The LUMO energy (alpha / beta) is 0.9 / 1.0 eV. The value obtained for the frontier orbital gap (alpha / beta) is 7.30 / 7.96 eV. As for the energy above the lowest of the compared OMol25 structures with the same formula, charge and spin: 3.915 eV. The total charge is 0.

Cartesian coordinates (Å):
C1 0.240 -1.818 -0.164
C2 0.041 -0.644 -1.229
N1 0.227 0.647 -0.555
C3 0.204 1.861 -1.085
C4 0.492 0.534 0.785
C5 -0.727 0.347 1.637
H1 -0.270 -2.698 -0.544
H2 1.315 -2.029 -0.091
H3 -0.057 -1.742 0.893
H4 0.902 -0.799 -1.889
H5 -0.826 -0.572 -1.917
H6 0.388 2.085 -2.131
H7 -0.029 2.676 -0.409
H8 1.302 1.152 1.138
H9 -1.131 1.351 1.854
H10 -0.535 -0.163 2.585
H11 -1.536 -0.187 1.121



[2]
ORCA calculation (wB97M-V/def2-TZVPD) on C23H50CeN2O2P3 as an isolated structure in a non-equilibrium geometry.

For the HOMO energy (alpha / beta), the calculation gives -0.6493 / -0.6492 hartree. The LUMO energy (alpha / beta) is -11.8 / -11.7 eV. The value obtained for the frontier orbital gap (alpha / beta) is 5.88 / 5.95 eV. As for the energy above the lowest of the compared OMol25 structures with the same formula, charge and spin: 2.242 eV. The total charge is +3.

Cartesian coordinates (Å):
Ce1 0.302 0.538 -0.832
P1 2.924 1.094 -0.074
C1 3.550 1.370 -1.821
C2 2.905 0.616 -2.938
N1 1.572 0.365 -2.945
C3 0.937 0.021 -4.093
C4 1.680 -0.318 -5.248
C5 3.073 -0.210 -5.189
C6 3.695 0.254 -4.044
C7 -0.563 -0.043 -4.176
P2 -1.501 1.074 -3.008
H1 4.769 0.392 -4.002
H2 1.137 -0.628 -6.109
H3 3.649 -0.464 -6.078
H4 -0.906 0.228 -5.177
H5 -0.900 -1.069 -3.986
H6 3.457 2.384 -1.999
H7 4.594 1.140 -1.807
H8 2.147 3.940 -2.001
O1 3.083 3.907 -2.132
H9 3.600 4.142 -2.927
H10 0.415 2.664 -1.022
O2 0.802 3.978 -1.446
H11 0.248 4.321 -2.197
C8 -1.453 2.627 -3.963
H12 -1.950 2.489 -4.933
H13 -1.978 3.406 -3.390
H14 -0.416 2.947 -4.126
C9 -3.223 0.541 -3.290
H15 -3.887 1.182 -2.696
H16 -3.502 0.623 -4.350
H17 -3.357 -0.498 -2.957
C10 3.869 -0.309 0.650
H18 4.915 -0.024 0.826
H19 3.412 -0.605 1.610
H20 3.830 -1.182 -0.012
C11 3.663 2.527 0.776
H21 3.217 2.611 1.776
H22 4.751 2.404 0.874
H23 3.439 3.435 0.204
C12 -0.801 1.645 2.346
C13 -0.826 0.311 3.115
C14 0.511 0.203 3.870
C15 -1.980 0.329 4.133
P3 -1.041 -1.152 1.963
N2 -0.142 -0.763 0.671
C16 -0.384 -2.741 2.651
C17 -0.938 -2.969 4.072
C18 -0.789 -3.932 1.765
C19 1.157 -2.707 2.681
C20 -2.760 -1.316 1.238
C21 -2.718 -2.169 -0.049
C22 -3.698 -1.978 2.260
C23 -3.313 0.073 0.878
H24 -0.667 2.448 3.086
H25 -1.729 1.860 1.807
H26 0.051 1.714 1.643
H27 0.647 1.130 4.449
H28 0.536 -0.629 4.586
H29 1.362 0.122 3.179
H30 -2.953 0.542 3.671
H31 -2.053 -0.610 4.703
H32 -1.774 1.136 4.855
H33 -2.036 -2.964 4.096
H34 -0.605 -3.965 4.404
H35 -0.564 -2.238 4.800
H36 -0.471 -3.780 0.726
H37 -0.267 -4.824 2.143
H38 -1.862 -4.150 1.800
H39 1.556 -2.372 1.717
H40 1.559 -2.073 3.475
H41 1.518 -3.728 2.863
H42 -2.626 -3.241 0.158
H43 -3.657 -2.013 -0.603
H44 -1.890 -1.878 -0.710
H45 -3.743 -1.435 3.213
H46 -4.714 -1.973 1.833
H47 -3.442 -3.026 2.464
H48 -3.470 0.714 1.754
H49 -2.685 0.603 0.144
H50 -4.295 -0.075 0.400



[3]
ORCA calculation (wB97M-V/def2-TZVPD) on C8H10N3 as an isolated structure in a non-equilibrium geometry.

For the HOMO energy, the calculation gives -0.5115 hartree. The LUMO energy is -4.3 eV. The value obtained for the frontier orbital gap is 9.67 eV. As for the energy above the lowest of the compared OMol25 structures with the same formula, charge and spin: 3.098 eV. The total charge is +1.

Cartesian coordinates (Å):
C1 -2.895 0.178 -0.208
C2 -2.420 -1.153 -0.128
C3 -2.008 1.290 -0.159
C4 -1.056 -1.380 0.063
C5 -0.631 1.038 -0.003
C6 -0.257 -0.260 0.053
C7 0.519 1.882 0.089
C8 2.148 -0.750 1.100
N1 1.670 1.401 0.177
N2 1.923 -0.486 -1.290
N3 1.627 -0.034 -0.004
H1 -3.879 0.464 -0.384
H2 -3.134 -1.900 -0.011
H3 -2.320 2.354 -0.260
H4 -0.721 -2.314 0.257
H5 0.334 2.963 0.356
H6 1.850 -1.755 1.004
H7 3.175 -0.685 0.979
H8 1.894 -0.367 1.973
H9 2.871 -0.605 -1.689
H10 1.311 0.121 -1.917



[4]
ORCA calculation (wB97M-V/def2-TZVPD) on C28H40Br2NO7PZr as an isolated structure in a non-equilibrium geometry.

For the HOMO energy, the calculation gives -0.6617 hartree. The LUMO energy is -16.6 eV. The value obtained for the frontier orbital gap is 1.42 eV. The total charge is +4.

Cartesian coordinates (Å):
C1 1.652 -7.349 -1.244
C2 0.435 -6.728 -0.645
C3 -0.697 -6.387 -1.707
C4 -0.229 -5.131 -2.416
C5 -1.497 -4.628 -3.208
C6 -1.731 -3.155 -3.183
C7 -2.207 -2.493 -1.844
C8 -3.472 -1.634 -2.038
C9 -3.526 -0.240 -1.412
C10 -3.622 -0.190 0.108
C11 -3.471 1.244 0.678
C12 -2.218 1.988 0.330
C13 -2.277 2.926 -0.725
C14 -1.149 3.625 -1.064
C15 0.046 3.432 -0.424
C16 0.167 2.523 0.653
C17 1.464 2.357 1.354
C18 2.491 1.517 0.507
C19 3.306 0.652 1.449
C20 4.166 1.462 2.407
O1 3.639 1.223 3.717
C21 3.688 2.256 4.623
C22 5.015 2.809 4.987
O2 2.625 2.621 5.035
C23 -1.010 1.834 1.017
C24 -0.936 0.958 2.202
Br1 -0.346 -0.789 1.947
C25 -1.195 1.266 3.464
C26 -1.145 0.501 4.733
Br2 -1.720 3.178 3.844
C27 1.064 4.345 -1.009
O3 2.177 4.506 -0.625
N1 0.432 5.052 -2.080
P1 1.157 5.205 -3.644
O4 1.022 6.577 -4.119
O5 0.354 4.074 -4.402
O6 2.636 4.714 -3.514
C28 -0.977 4.681 -2.080
O7 -1.823 5.186 -2.734
H1 2.212 -6.684 -1.903
H2 1.429 -8.286 -1.745
H3 2.340 -7.587 -0.418
H4 -0.092 -7.446 0.009
H5 0.702 -5.877 -0.024
H6 -0.799 -7.226 -2.390
H7 -1.647 -6.255 -1.197
H8 0.593 -5.383 -3.082
H9 0.132 -4.323 -1.778
H10 -2.407 -5.175 -2.961
H11 -1.232 -4.954 -4.232
H12 -0.840 -2.632 -3.523
H13 -2.527 -2.945 -3.918
H14 -1.387 -1.874 -1.473
H15 -2.403 -3.288 -1.124
H16 -4.345 -2.189 -1.701
H17 -3.592 -1.458 -3.104
H18 -2.672 0.336 -1.777
H19 -4.420 0.238 -1.810
H20 -4.639 -0.480 0.371
H21 -2.966 -0.898 0.619
H22 -3.517 1.184 1.767
H23 -4.328 1.811 0.325
H24 -3.210 3.092 -1.244
H25 1.914 3.342 1.480
H26 1.330 1.858 2.308
H27 3.094 2.182 -0.102
H28 1.957 0.867 -0.189
H29 3.941 0.011 0.835
H30 2.666 -0.009 2.026
H31 4.054 2.527 2.186
H32 5.222 1.195 2.349
H33 5.191 3.699 4.384
H34 5.799 2.094 4.761
H35 5.027 3.065 6.040
H36 -0.112 0.233 4.958
H37 -1.541 1.046 5.582
H38 -1.739 -0.406 4.623
H39 0.788 3.828 -5.234
H40 2.791 3.791 -3.285
Zr1 -3.057 4.990 4.655



[5]
ORCA calculation (wB97M-V/def2-TZVPD) on C31H29Cl5N6O6S4Zr as an isolated structure.

For the HOMO energy (alpha / beta), the calculation gives -0.2787 / -0.2788 hartree. The LUMO energy (alpha / beta) is -1.6 / -1.6 eV. The value obtained for the frontier orbital gap (alpha / beta) is 5.99 / 6.00 eV. As for the energy above the lowest of the compared OMol25 structures with the same formula, charge and spin: 1.123 eV. The total charge is 0.

Cartesian coordinates (Å):
Zr1 -0.802 -0.958 0.126
C1 -1.048 1.943 2.484
C2 0.429 1.863 2.139
N1 0.810 1.038 0.942
C3 1.646 1.828 0.028
C4 0.900 2.875 -0.788
S1 -0.661 2.319 -1.528
C5 -1.762 3.537 -0.779
C6 -1.837 3.492 0.755
N2 -1.852 2.152 1.307
H1 -1.154 2.741 3.238
H2 -1.378 1.031 2.963
H3 0.957 1.495 3.017
H4 0.800 2.874 1.954
H5 1.405 0.298 1.300
H6 2.166 1.141 -0.630
H7 2.430 2.352 0.591
H8 1.572 3.221 -1.574
H9 0.668 3.744 -0.173
H10 -2.733 3.355 -1.238
H11 -1.452 4.535 -1.100
H12 -2.711 4.078 1.067
H13 -0.977 4.022 1.169
H14 -2.777 1.774 1.421
Cl1 -4.014 1.098 -0.926
C7 -3.685 -0.365 -1.798
C8 -2.495 -1.072 -1.601
C9 -2.395 -2.213 -2.393
Cl2 -0.955 -3.169 -2.231
C10 -3.350 -2.651 -3.304
Cl3 -3.107 -4.076 -4.232
C11 -4.517 -1.912 -3.448
Cl4 -5.733 -2.426 -4.548
C12 -4.684 -0.759 -2.691
Cl5 -6.131 0.157 -2.873
O1 -2.711 -0.473 1.271
S2 -3.132 -1.879 1.520
O2 -4.450 -2.229 1.117
O3 -2.035 -2.651 0.842
C13 -3.024 -2.108 3.279
C14 -4.205 -2.541 3.871
C15 -4.319 -2.627 5.250
C16 -3.252 -2.252 6.046
C17 -2.069 -1.828 5.459
C18 -1.933 -1.760 4.080
S3 -0.243 -1.430 3.597
O4 0.421 -2.692 3.694
O5 0.214 -0.352 4.432
O6 -0.289 -0.939 2.170
H15 -5.042 -2.792 3.235
H16 -5.244 -2.971 5.692
H17 -3.328 -2.294 7.124
H18 -1.228 -1.552 6.081
S4 0.824 -2.975 0.489
C19 2.242 -2.383 -0.303
N3 3.368 -3.034 -0.243
N4 4.470 -2.494 -0.767
C20 4.942 -1.168 -0.710
C21 4.474 -0.230 0.206
C22 5.063 1.023 0.264
C23 6.100 1.369 -0.591
C24 6.566 0.429 -1.500
C25 5.996 -0.833 -1.558
N5 2.191 -1.340 -1.215
N6 1.078 -0.810 -1.411
C26 1.128 -0.012 -2.628
C27 0.007 0.061 -3.435
C28 0.064 0.769 -4.629
C29 1.230 1.411 -5.005
C30 2.354 1.335 -4.189
C31 2.315 0.616 -3.009
H19 5.196 -3.177 -0.894
H20 3.684 -0.482 0.902
H21 4.710 1.735 1.001
H22 6.544 2.354 -0.542
H23 7.377 0.676 -2.173
H24 6.361 -1.562 -2.272
H25 -0.911 -0.418 -3.143
H26 -0.818 0.816 -5.254
H27 1.268 1.972 -5.930
H28 3.272 1.830 -4.479
H29 3.202 0.529 -2.396



[6]
ORCA calculation (wB97M-V/def2-TZVPD) on a 2-piece molecular cluster, C2H7NO2 overall in a non-equilibrium geometry.

For the HOMO energy, the calculation gives -0.3584 hartree. The LUMO energy is 1.0 eV. The SMILES is CNC=O.O. The value obtained for the frontier orbital gap is 10.71 eV. As for the energy above the lowest of the compared OMol25 structures with the same formula, charge and spin: 1.500 eV. The total charge is 0.

Cartesian coordinates (Å):
C1 1.701 1.691 0.101
N1 1.565 0.381 0.812
C2 1.896 -0.856 0.121
O1 2.239 -1.902 0.711
H1 0.729 2.185 0.142
H2 1.981 1.519 -0.936
H3 2.576 2.274 0.521
H4 1.848 0.448 1.780
H5 1.968 -0.687 -0.976
O2 -5.215 -1.964 -0.866
H6 -5.641 -1.322 -1.426
H7 -5.646 -1.766 0.016



[7]
ORCA calculation (wB97M-V/def2-TZVPD) on one molecule with the formula C14H12N2O7 in a non-equilibrium geometry.

For the HOMO energy, the calculation gives -0.3513 hartree. The LUMO energy is -1.4 eV. The SMILES is O=C(/C=C(O)/C=C/C(=O)N1C(=O)CCC1=O)N1C(=O)CCC1=O. The value obtained for the frontier orbital gap is 8.19 eV. The total charge is 0.

Cartesian coordinates (Å):
O1 0.295 0.361 3.539
C1 0.736 1.206 2.793
C2 0.735 0.966 1.322
C3 0.064 0.029 0.617
O2 -0.643 -0.831 1.409
C4 -0.171 -0.016 -0.868
C5 -1.088 -0.783 -1.459
C6 -1.268 -0.879 -2.873
O3 -0.853 0.070 -3.547
N1 -1.779 -2.077 -3.354
C7 -1.622 -3.353 -2.888
O4 -0.929 -3.781 -1.944
C8 -2.246 -4.362 -3.849
C9 -2.738 -3.531 -5.035
C10 -2.289 -2.134 -4.548
O5 -2.488 -1.275 -5.394
N2 1.568 2.171 3.331
C11 2.135 2.199 4.549
O6 2.061 1.438 5.443
C12 3.094 3.350 4.800
C13 2.713 4.305 3.656
C14 1.761 3.442 2.798
O7 1.203 3.973 1.881
H1 1.101 1.753 0.677
H2 -0.276 -0.672 2.332
H3 0.374 0.659 -1.576
H4 -1.690 -1.473 -0.784
H5 -1.486 -5.087 -4.009
H6 -3.145 -4.778 -3.429
H7 -2.227 -3.972 -5.931
H8 -3.823 -3.580 -5.264
H9 4.133 3.119 4.675
H10 2.977 3.725 5.816
H11 3.611 4.506 3.227
H12 2.199 5.312 3.888